Below is a gas-phase ion, C2H3N4O (charge +1), with properties calculated with ωB97M-V/def2-TZVPD.

Cartesian coordinates (Å):
1 C -0.925 -1.548 1.522
2 C 0.371 1.719 -0.307
3 N -0.367 -0.157 0.531
4 N -0.306 -0.193 -0.851
5 N 0.125 0.879 -1.372
6 N 0.091 1.017 0.823
7 O -1.979 -1.417 1.915
8 H -0.084 -2.080 1.402
9 H 0.726 2.690 -0.516
10 H -0.769 -0.958 -1.287

Cartesian forces (eV/Å) of the 6 atoms listed first:
-2.4 3.2 -0.3
-1.1 -4.5 -0.9
1.1 2.2 -3.0
-0.4 -0.8 2.3
0.0 1.4 0.5
0.0 1.2 1.3

- SMILES string = O=Cn1ncn[nH+]1
- HOMO energy (eV) = -16.4
- charge = +1
- relative energy (zero: lowest compared OMol25 entry of this formula, charge and spin) (kJ/mol) = 318.90
- LUMO (eV) = -5.582

Atom charges from the natural (NBO) analysis, given in e for atoms 1 to 5: 0.67, 0.12, -0.09, -0.11, -0.10

Below is C6H12O in the gas phase, with properties calculated with ωB97M-V/def2-TZVPD.

Cartesian coordinates (Å):
1 C 0.541 1.614 -0.237
2 C 1.445 -0.914 0.230
3 C 1.829 -2.349 -0.011
4 O 0.163 -0.829 -0.001
5 C -0.467 0.504 0.020
6 C -1.131 0.660 1.382
7 C -1.494 0.411 -1.101
8 H 1.107 1.422 -1.154
9 H 1.262 1.699 0.577
10 H 0.000 2.562 -0.344
11 H 2.092 -2.368 -1.079
12 H 1.017 -3.069 0.149
13 H 2.728 -2.614 0.553
14 H -1.649 1.624 1.439
15 H -1.860 -0.138 1.554
16 H -0.377 0.621 2.176
17 H -2.198 -0.403 -0.907
18 H -0.992 0.212 -2.053
19 H -2.052 1.349 -1.186

Cartesian forces (eV/Å) of the 6 atoms listed first:
0.0 0.0 0.0
-0.4 -0.3 -0.2
0.0 0.2 0.1
0.6 0.1 0.1
-0.2 0.2 0.0
0.0 0.0 0.0

- HOMO energy (eV) = -8.1
- charge = 0
- relative energy (zero: lowest compared OMol25 entry of this formula, charge and spin) (kJ/mol) = 242.63
- LUMO (eV) = 0.946

Atom charges from the natural (NBO) analysis, given in e for atoms 1 to 5: -0.65, 0.26, -0.76, -0.51, 0.26

Below is a molecular structure, C6H18CsO3, with properties calculated with ωB97M-V/def2-TZVPD.

Cartesian coordinates (Å):
1 Cs -1.289 -4.855 -15.860
2 C -0.571 -4.480 -11.855
3 C 0.606 -5.345 -12.271
4 O 0.671 -5.345 -13.703
5 H -0.343 -3.417 -11.796
6 H -0.943 -4.790 -10.876
7 H -1.446 -4.554 -12.515
8 H 0.561 -6.354 -11.854
9 H 1.514 -4.887 -11.863
10 H 1.564 -5.613 -13.955
11 C -3.952 -5.974 -19.389
12 C -2.520 -5.809 -19.815
13 O -1.759 -5.385 -18.670
14 H -4.448 -5.067 -19.039
15 H -4.003 -6.667 -18.541
16 H -4.585 -6.399 -20.167
17 H -2.424 -5.028 -20.579
18 H -2.165 -6.729 -20.286
19 H -0.887 -5.117 -18.984
20 C -4.250 -1.977 -17.712
21 C -2.900 -1.711 -17.034
22 O -3.023 -2.055 -15.655
23 H -4.170 -1.918 -18.802
24 H -4.973 -1.194 -17.462
25 H -4.694 -2.916 -17.391
26 H -2.600 -0.687 -17.245
27 H -2.195 -2.474 -17.367
28 H -3.242 -1.341 -15.052

Cartesian forces (eV/Å) of the 6 atoms listed first:
-0.2 0.1 0.3
-0.7 -0.1 0.3
0.1 0.8 0.4
0.4 -0.3 -0.2
0.3 -0.1 -0.1
0.2 0.1 0.0

- HOMO energy (eV) = -13.6
- charge = +1
- relative energy (zero: lowest compared OMol25 entry of this formula, charge and spin) (kJ/mol) = 6.27
- LUMO (eV) = -2.972

Atom charges from the natural (NBO) analysis, given in e for atoms 1 to 5: 0.98, -0.63, -0.07, -0.78, 0.22

Below is C7H7BrN2O2 in the gas phase, with properties calculated with ωB97M-V/def2-TZVPD.

Cartesian coordinates (Å):
1 C 0.753 -0.067 -2.321
2 C 0.807 -1.383 -1.739
3 C 0.483 1.015 -1.588
4 C 0.676 -1.558 -0.414
5 C 0.216 0.914 -0.123
6 C 0.507 -0.440 0.486
7 C 0.489 -0.603 1.814
8 N -2.178 0.529 2.007
9 N -1.497 1.363 1.400
10 O -1.013 2.335 1.921
11 O -1.213 1.149 0.057
12 Br -2.844 -0.873 1.087
13 H 0.944 0.026 -3.381
14 H 0.960 -2.226 -2.395
15 H 0.414 2.001 -2.016
16 H 0.726 -2.538 0.033
17 H 0.732 1.724 0.416
18 H 0.604 -1.583 2.245
19 H 0.435 0.215 2.511

Cartesian forces (eV/Å) of the 6 atoms listed first:
0.0 0.6 -0.1
0.0 -0.5 0.6
-0.2 -0.1 0.1
0.1 -0.2 -0.5
0.7 0.0 0.4
0.1 0.4 0.3

- SMILES string = C=C1C=CC=C[C@H]1O/[N+]([O-])=N\Br
- HOMO energy (eV) = -8.7
- charge = 0
- relative energy (zero: lowest compared OMol25 entry of this formula, charge and spin) (kJ/mol) = 25.64
- LUMO (eV) = -0.245

Atom charges from the natural (NBO) analysis, given in e for atoms 1 to 5: -0.19, -0.22, -0.18, -0.18, 0.00

Below is 6 unconnected molecules or ions with the total composition C39H87ClFNO9PS3, with properties calculated with ωB97M-V/def2-TZVPD.

Cartesian coordinates (Å):
1 C 7.978 -1.072 1.824
2 C 9.244 -0.783 1.004
3 C 8.868 0.201 -0.138
4 C 9.750 1.471 -0.197
5 C 8.886 2.683 -0.605
6 C 8.386 3.463 0.634
7 C 6.837 3.513 0.716
8 C 6.237 4.785 0.049
9 C 5.239 4.366 -1.054
10 C 4.079 3.626 -0.373
11 C 2.769 3.562 -1.196
12 C 1.503 3.910 -0.390
13 C 0.692 2.729 0.161
14 O 0.079 1.879 -0.786
15 C -0.132 2.378 -2.098
16 C -1.208 1.466 -2.803
17 O -1.745 0.577 -1.846
18 C -2.216 -0.637 -2.418
19 C -2.355 -1.649 -1.282
20 C 1.706 1.772 0.916
21 S 2.293 0.438 -0.193
22 C 1.097 1.013 2.107
23 F 0.273 0.023 1.756
24 N 0.475 1.889 3.152
25 P -0.740 0.932 4.148
26 S 0.111 -0.361 5.279
27 C -0.031 3.223 2.648
28 S 1.144 4.534 3.130
29 C -0.454 3.208 1.165
30 Cl -1.872 2.091 1.126
31 C -1.010 4.614 0.876
32 C -2.008 4.710 -0.281
33 C -3.385 5.083 0.203
34 O -3.829 4.778 1.262
35 O -4.113 5.760 -0.683
36 H 7.191 -1.482 1.193
37 H 8.227 -1.743 2.646
38 H 7.599 -0.152 2.266
39 H 10.025 -0.330 1.612
40 H 9.626 -1.724 0.609
41 H 9.020 -0.339 -1.072
42 H 7.824 0.497 -0.043
43 H 10.534 1.329 -0.940
44 H 10.247 1.660 0.753
45 H 9.506 3.336 -1.222
46 H 8.056 2.327 -1.215
47 H 8.721 2.913 1.513
48 H 8.784 4.475 0.656
49 H 6.478 2.617 0.213
50 H 6.584 3.497 1.776
51 H 5.726 5.344 0.835
52 H 7.039 5.397 -0.360
53 H 5.773 3.635 -1.659
54 H 4.933 5.244 -1.620
55 H 4.402 2.590 -0.258
56 H 3.894 3.989 0.643
57 H 2.868 4.335 -1.961
58 H 2.688 2.641 -1.758
59 H 0.906 4.620 -0.955
60 H 1.845 4.481 0.476
61 H 0.778 2.260 -2.685
62 H -0.501 3.398 -2.150
63 H -0.789 0.946 -3.663
64 H -2.035 2.121 -3.101
65 H -1.501 -1.010 -3.154
66 H -3.212 -0.504 -2.852
67 H -1.364 -2.028 -1.035
68 H -2.738 -1.137 -0.399
69 H -3.044 -2.441 -1.554
70 H 2.540 2.331 1.333
71 H 3.615 0.446 0.092
72 H 1.933 0.514 2.598
73 H 1.213 2.099 3.832
74 H -1.352 1.951 4.910
75 H -1.684 0.379 3.271
76 H -0.939 3.444 3.205
77 H 2.353 3.990 2.865
78 H -1.560 4.912 1.773
79 H -0.244 5.373 0.767
80 H -2.130 3.805 -0.873
81 H -1.703 5.532 -0.929
82 H -4.989 5.913 -0.293
83 C -6.851 -5.354 -3.505
84 C -5.366 -5.238 -3.214
85 C -5.065 -5.538 -1.753
86 O -4.907 -3.923 -3.538
87 H -7.419 -4.632 -2.907
88 H -7.052 -5.131 -4.552
89 H -7.217 -6.353 -3.287
90 H -4.815 -5.930 -3.852
91 H -5.576 -4.824 -1.100
92 H -3.995 -5.445 -1.556
93 H -5.384 -6.545 -1.482
94 H -5.388 -3.298 -2.983
95 C -8.788 -9.027 -5.856
96 C -8.008 -7.743 -6.095
97 C -7.503 -7.662 -7.527
98 O -6.906 -7.671 -5.190
99 H -8.152 -9.900 -6.021
100 H -9.139 -9.075 -4.824
101 H -9.651 -9.096 -6.520
102 H -8.645 -6.883 -5.882
103 H -6.826 -8.492 -7.745
104 H -6.940 -6.740 -7.683
105 H -8.328 -7.691 -8.241
106 H -6.331 -8.426 -5.364
107 C -5.647 4.429 -4.632
108 C -6.444 3.575 -3.658
109 C -7.198 4.436 -2.657
110 O -5.565 2.688 -2.963
111 H -4.903 5.028 -4.098
112 H -5.105 3.798 -5.338
113 H -6.296 5.102 -5.193
114 H -7.148 2.952 -4.210
115 H -6.499 5.033 -2.065
116 H -7.759 3.812 -1.959
117 H -7.894 5.111 -3.156
118 H -4.937 3.230 -2.470
119 C -1.344 -4.815 7.128
120 C -2.609 -3.971 7.165
121 C -3.363 -4.044 5.846
122 O -2.274 -2.613 7.456
123 H -0.664 -4.455 6.349
124 H -0.811 -4.747 8.077
125 H -1.573 -5.863 6.930
126 H -3.253 -4.314 7.975
127 H -2.745 -3.660 5.029
128 H -4.263 -3.429 5.886
129 H -3.652 -5.069 5.611
130 H -1.703 -2.294 6.748
131 C 3.408 -1.798 3.717
132 C 4.901 -1.834 4.013
133 C 5.167 -2.171 5.471
134 O 5.485 -0.570 3.694
135 H 2.914 -1.029 4.321
136 H 3.231 -1.548 2.668
137 H 2.937 -2.759 3.929
138 H 5.384 -2.572 3.372
139 H 4.728 -1.415 6.128
140 H 6.239 -2.186 5.670
141 H 4.750 -3.144 5.735
142 H 5.068 0.097 4.253

Cartesian forces (eV/Å) of the 6 atoms listed first:
0.9 0.2 0.3
-1.0 0.3 -0.3
1.3 -0.3 0.4
-0.7 -0.2 -0.6
1.0 0.4 0.4
-0.9 -0.8 -0.3

- HOMO energy (eV) = -11.3
- charge = +1
- LUMO (eV) = -2.813

Atom charges from the Löwdin analysis, given in e for atoms 1 to 5: -0.13, -0.24, -0.20, -0.20, -0.20

Below is C3H4INO in the gas phase, with properties calculated with ωB97M-V/def2-TZVPD.

Cartesian coordinates (Å):
1 C -0.556 -1.557 -0.077
2 C 0.065 0.914 -0.365
3 C 0.892 0.141 0.562
4 N 0.406 -1.235 0.714
5 O -1.179 -0.955 -1.000
6 I 3.055 -0.097 -0.090
7 H -0.930 -2.500 0.216
8 H -0.808 1.495 0.158
9 H 0.322 0.927 -1.467
10 H 1.198 0.443 1.601

Cartesian forces (eV/Å) of the 6 atoms listed first:
0.0 0.4 0.4
-1.8 -1.2 0.0
1.8 -1.0 0.7
-0.3 0.9 -0.1
1.3 2.2 0.7
-0.6 0.3 -0.3

- HOMO energy (spin up / spin down) (eV) = -9.2 / -9.2
- charge = 0
- relative energy (zero: lowest compared OMol25 entry of this formula, charge and spin) (kJ/mol) = 308.03
- LUMO (spin up / spin down) (eV) = -2.136 / -2.135

Atom charges from the natural (NBO) analysis, given in e for atoms 1 to 5: 0.43, -0.03, -0.25, -0.54, -0.57

For each record above, in turn, the calculated maximum force values are 0.092, 0.012, 0.036, 0.030, 0.045, 0.051 Eh/bohr.
For each record above, in turn, the calculated DFT total energy values are -10119.442, -8461.839, -13198.978, -84483.897, -118797.663, -14810.221 eV.